Record 1
18
Properties=species:S:1:pos:R:3:forces:R:3:lowdin_charge:R:1 method="wB97M-V/def2-TZVPD" smiles="CCN(C)C=O.O" e_above_lowest_kcal_mol=19.88 total_energy_ha=-364.23649
C 0.85127 0.07130 0.79200 0.4 -0.4 -1.1 -0.313
N 0.54233 0.50458 -0.47556 -0.1 -0.4 1.9 -0.165
C -0.11962 1.75868 -0.65775 -1.6 0.2 -1.0 -0.219
C -1.58211 1.59670 -1.24591 1.8 1.1 0.5 -0.066
C 0.70088 -0.41096 -1.57103 1.1 0.1 -0.5 -0.042
O 1.43296 -0.97604 1.00302 -0.2 -0.1 0.4 -0.006
H 0.56892 0.73746 1.61352 -0.1 0.3 -0.1 0.136
H -0.27833 2.28399 0.27848 0.6 -0.2 0.4 0.104
H 0.47886 2.40540 -1.30625 -0.1 0.0 0.0 0.116
H -1.54157 1.66632 -2.32794 -0.3 -0.6 -0.1 0.063
H -2.10026 2.49230 -0.90394 -0.4 -0.2 0.0 0.064
H -2.00415 0.69454 -0.82130 -0.4 -0.1 -0.3 0.076
H 1.02606 -1.37544 -1.20550 -0.2 -0.2 0.3 0.082
H 1.54551 -0.09201 -2.19527 -0.3 0.2 -0.2 0.098
H -0.19196 -0.52683 -2.17289 -0.2 0.1 0.0 0.085
H -0.73019 -1.84577 2.78585 -0.1 0.2 0.3 0.023
H -0.59770 -2.64986 1.55434 -0.6 0.3 0.1 0.038
O -1.28856 -2.23465 2.10924 0.7 -0.4 -0.5 -0.075


Record 2
36
Properties=species:S:1:pos:R:3:forces:R:3:lowdin_charge:R:1 method="wB97M-V/def2-TZVPD" e_above_lowest_kcal_mol=31.05 total_energy_ha=-804.27821
C 2.15697 2.54958 0.37596 0.0 -0.2 0.0 -0.024
C 0.93606 1.73969 0.11382 -0.2 0.6 0.2 -0.274
C -0.35676 2.08674 0.36031 0.2 -0.2 0.0 0.013
C -1.19159 1.03712 -0.12029 0.6 -0.2 0.0 -0.168
C -0.34068 0.09251 -0.70380 -0.6 0.1 -0.1 -0.196
N 0.93944 0.52035 -0.53325 -0.3 0.1 0.1 0.001
C 2.12809 -0.19199 -0.92670 0.6 -0.5 -0.1 -0.104
H 1.94154 -0.69196 -1.88122 0.0 0.1 0.0 0.121
H 2.92525 0.53940 -1.07927 -0.1 0.0 -0.1 0.123
C 2.62153 -1.25100 0.08535 -0.2 0.1 0.1 -0.386
C 2.97678 -0.63604 1.43565 0.1 -0.1 -0.3 -0.074
H 3.31150 -1.41362 2.11798 0.0 -0.1 0.1 0.079
H 3.78117 0.08936 1.33525 0.1 0.1 0.1 0.071
H 2.10759 -0.15290 1.87628 -0.1 0.1 0.1 0.084
C 1.61875 -2.38327 0.28143 0.2 0.1 -0.1 -0.070
H 0.69941 -2.01471 0.72920 -0.2 0.0 0.1 0.076
H 2.03828 -3.13379 0.94713 0.0 -0.1 0.1 0.081
H 1.38641 -2.86597 -0.66411 -0.1 -0.1 -0.1 0.078
H 3.53452 -1.67207 -0.35242 0.0 0.1 0.0 0.136
C -0.72021 -1.01822 -1.61359 0.1 -0.2 0.0 -0.024
H -1.70920 -0.81917 -2.02189 0.0 0.0 0.0 0.092
H -0.77258 -1.98004 -1.10587 0.0 0.0 -0.1 0.051
H -0.01585 -1.09893 -2.44036 0.0 0.0 -0.1 0.082
C -2.60571 1.04165 0.00289 -0.4 -0.5 0.0 0.056
C -3.43074 -0.03844 0.11781 0.1 1.1 -0.2 -0.139
C -2.93258 -1.34039 0.31262 0.1 -0.5 0.2 -0.196
N -2.49679 -2.38153 0.52408 0.1 -0.3 0.0 0.196
C -4.89284 0.10323 0.17630 -0.8 -0.1 0.0 -0.500
O -5.67641 -0.79821 0.34853 0.3 0.1 0.0 0.115
O -5.30896 1.37696 0.00160 0.2 0.4 0.0 0.093
H -6.27612 1.40080 0.05522 0.1 -0.3 0.0 0.131
H -3.07081 2.01836 0.05633 -0.1 0.0 0.0 0.132
H -0.69483 2.97093 0.86288 0.0 0.2 0.1 0.114
H 2.71123 2.72998 -0.54592 0.1 0.1 0.0 0.083
H 2.82523 2.07490 1.09045 0.1 0.0 0.0 0.061
H 1.85289 3.51071 0.78162 0.0 0.0 0.0 0.084


Record 3
37
Properties=species:S:1:pos:R:3:forces:R:3:lowdin_charge:R:1 method="wB97M-V/def2-TZVPD" smiles="NCCCC[C@H](N)C(=O)N[C@@H](CC(=O)O)C(=O)O" e_above_lowest_kcal_mol=69.70 total_energy_ha=-932.87785
C -0.21978 -1.60067 -0.56845 0.3 2.0 -0.8 -0.405
C 0.93405 -0.93065 0.08108 1.7 0.7 5.0 -0.374
C -1.43261 -0.70715 -0.63997 -1.8 2.4 -2.1 -0.173
C -2.21190 -0.30515 0.64717 -2.1 -3.4 -2.6 -0.201
C -3.05726 0.96315 0.41292 0.4 1.0 0.7 -0.224
C -4.29041 0.86074 -0.50427 0.1 0.0 0.6 -0.296
C 3.19568 -0.01743 -0.57399 -1.4 3.0 -0.9 -0.233
C 3.95750 -1.14380 -0.13105 2.6 -2.6 2.1 -0.419
C 3.41620 1.23839 0.35531 -1.2 -2.9 0.3 -0.016
C 2.64035 2.42842 -0.12074 1.4 -2.0 1.9 -0.578
H -0.20091 -3.57766 -0.19035 -0.5 1.1 0.4 0.114
H -0.20865 -2.66990 1.14473 0.0 0.5 0.2 0.086
H 0.19777 -1.90741 -1.53888 -0.8 0.2 0.0 0.159
H -2.16499 -1.13623 -1.40234 0.8 0.0 1.2 0.133
H -1.30561 0.29531 -1.10336 1.0 -0.4 -0.2 0.107
H -2.76863 -1.36522 0.80846 0.5 2.8 0.4 0.152
H -1.61998 -0.14246 1.46847 1.8 0.2 1.9 0.063
H -2.41641 1.88348 0.10104 -0.6 -1.8 0.3 0.131
H -3.43959 1.28187 1.43601 0.2 -0.3 -1.2 0.115
H -4.16318 0.39259 -1.49718 0.3 0.0 0.6 0.110
H -4.56590 1.89003 -0.71149 -0.3 0.1 -0.2 0.096
H -5.16714 -0.70237 0.47270 0.2 -0.9 0.6 0.040
H -5.58403 0.82345 1.01007 -0.2 -0.5 0.4 0.060
H 1.31413 0.21398 -1.41974 0.7 -0.8 -0.2 0.160
H 3.60935 0.22262 -1.58047 -0.4 -0.1 0.6 0.182
H 4.47421 1.43117 0.20082 0.2 0.4 0.8 0.137
H 3.11507 0.81666 1.39933 0.8 1.6 -1.6 0.165
H 2.49649 4.17530 0.21991 -0.4 0.7 0.4 0.133
H 4.98354 -1.71737 1.24130 1.9 -2.4 0.8 0.070
N -0.56288 -2.68041 0.20016 -0.5 -5.4 1.0 0.059
N -5.39416 0.22553 0.21973 -0.4 1.3 -1.3 -0.009
N 1.83107 -0.46038 -0.82405 -0.3 1.8 -1.1 0.113
O 1.10996 -0.89466 1.35208 -0.3 -0.3 -4.1 0.043
O 4.25826 -2.11563 -0.79580 -0.5 1.3 1.2 0.134
O 2.02925 2.49889 -1.12626 -1.3 0.3 -2.3 0.138
O 2.77445 3.41176 0.73927 0.2 1.3 0.3 0.145
O 4.43669 -0.97881 1.21781 -2.1 1.2 -3.0 0.084


Record 4
103
Properties=species:S:1:pos:R:3:forces:R:3:lowdin_charge:R:1 method="wB97M-V/def2-TZVPD" spin_multiplicity=2 s2=0.758 e_above_lowest_kcal_mol=17.31 total_energy_ha=-3974.21973
Ru -0.04605 -0.50538 0.64803 0.4 0.8 -1.2 0.649
C 6.73392 4.57574 -0.84495 0.0 0.0 0.0 -0.424
S 5.59396 5.81115 -0.19110 0.1 0.0 0.0 0.795
C 4.56553 4.73852 0.83539 0.0 0.0 -0.1 -0.518
C 3.61788 3.84937 0.04386 0.0 0.0 0.1 -0.245
C 2.74497 3.01186 0.97066 0.1 0.1 -0.4 -0.261
N 1.80916 2.15712 0.21712 -0.1 -0.3 0.5 -0.431
P 2.03568 0.44706 0.01539 -0.4 0.5 -0.3 0.916
C 3.78806 0.19724 0.39263 0.0 -0.1 0.3 -0.346
C 4.11229 -0.30674 1.65113 0.0 0.0 0.0 -0.088
C 5.44239 -0.43976 2.02527 0.0 0.0 -0.1 -0.066
C 6.44793 -0.07849 1.13987 0.0 0.0 0.0 -0.076
C 6.12770 0.40481 -0.12338 0.0 0.0 0.0 -0.074
C 4.80047 0.54125 -0.50073 0.0 0.0 0.0 -0.086
C 1.99463 0.21002 -1.80214 0.2 -0.1 0.0 -0.348
C 1.55703 1.18993 -2.68245 0.0 0.0 -0.1 -0.091
C 1.49326 0.93809 -4.04826 0.0 0.0 0.0 -0.073
C 1.86921 -0.29876 -4.54383 0.0 0.0 0.0 -0.080
C 2.32436 -1.28152 -3.67198 0.0 0.0 0.0 -0.071
C 2.38874 -1.02987 -2.31199 0.0 0.0 0.0 -0.124
P 0.11501 2.46435 0.20179 0.1 0.2 0.0 0.975
C 0.09031 4.25274 -0.22800 0.0 0.0 0.0 -0.343
C 0.16524 5.27202 0.71972 0.1 0.0 0.0 -0.090
C 0.26202 6.59917 0.32317 0.0 0.0 0.0 -0.073
C 0.27175 6.92559 -1.02608 0.0 0.0 0.0 -0.081
C 0.15587 5.92269 -1.97805 0.0 0.0 0.0 -0.079
C 0.05507 4.59799 -1.57885 0.0 0.0 0.0 -0.105
C -0.43861 2.54084 1.94438 0.0 0.1 0.0 -0.382
C -1.78132 2.87367 2.13933 0.0 0.0 0.0 -0.118
C -2.31316 2.94217 3.41668 0.0 0.0 0.0 -0.070
C -1.50972 2.68664 4.52009 0.0 0.0 0.0 -0.063
C -0.17399 2.36220 4.34014 0.0 0.1 0.0 -0.065
C 0.35766 2.28052 3.05881 0.0 0.0 0.0 -0.097
H 7.55583 5.11076 -1.31752 0.0 0.0 0.0 0.027
H 6.25982 3.93424 -1.58716 0.0 0.0 0.0 0.027
H 7.13287 3.96467 -0.03459 0.0 0.0 0.0 0.034
H 4.00770 5.40864 1.49387 0.0 0.0 0.0 0.075
H 5.22905 4.13567 1.46200 0.0 0.0 0.1 0.080
H 4.19143 3.18582 -0.60497 0.0 0.0 -0.1 0.086
H 2.97971 4.46676 -0.59320 0.0 0.0 0.0 0.106
H 2.17236 3.68239 1.61235 -0.1 0.0 0.0 0.096
H 3.37066 2.40417 1.62944 0.0 0.0 0.0 0.110
H 3.31640 -0.59784 2.32907 0.1 0.0 -0.1 0.085
H 5.69199 -0.82849 3.00411 0.0 0.0 0.0 0.106
H 7.48615 -0.18272 1.42936 0.0 0.0 0.0 0.105
H 6.91425 0.67399 -0.81707 0.0 0.0 0.0 0.106
H 4.55238 0.91281 -1.48762 0.0 0.0 0.0 0.111
H 1.28054 2.15925 -2.30265 0.0 0.1 0.0 0.053
H 1.15066 1.71334 -4.72237 0.0 0.0 0.0 0.104
H 1.81394 -0.49869 -5.60653 0.0 0.0 0.0 0.104
H 2.62870 -2.24789 -4.05352 0.0 0.0 0.0 0.107
H 2.74878 -1.80138 -1.64057 0.0 0.0 0.0 0.070
H 0.15251 5.03349 1.77676 0.0 0.0 0.0 0.105
H 0.32963 7.37899 1.07175 0.0 0.0 0.0 0.105
H 0.35894 7.95968 -1.33433 0.0 0.0 0.0 0.104
H 0.14036 6.17075 -3.03191 0.0 0.0 0.0 0.105
H -0.06430 3.82811 -2.33097 0.0 0.0 0.0 0.090
H -2.41262 3.08530 1.28261 0.0 0.0 0.0 0.099
H -3.35885 3.18940 3.55166 0.0 0.0 0.0 0.108
H -1.92817 2.72165 5.51806 0.0 0.0 0.0 0.109
H 0.45750 2.16523 5.19792 0.0 0.0 0.0 0.116
H 1.38961 1.98219 2.93521 0.0 0.1 0.0 0.100
C -4.21691 -2.27715 -3.92659 0.0 0.0 0.0 -0.098
C -4.58857 -0.99638 -3.54655 0.0 0.0 0.0 -0.094
C -3.98331 -0.39379 -2.45106 0.0 0.0 0.0 -0.119
C -3.00298 -1.05571 -1.70612 0.2 0.0 -0.2 -0.317
C -2.64409 -2.34566 -2.10931 0.0 0.0 0.0 -0.106
C -3.24419 -2.95330 -3.20300 0.0 0.0 0.0 -0.089
Si -2.27989 -0.18474 -0.20214 -0.5 -0.3 0.7 0.644
C -3.18690 -0.87108 1.31793 -0.3 0.0 -0.1 -0.325
C -3.09078 -2.21256 1.69872 0.0 0.0 0.0 -0.111
C -3.80597 -2.71398 2.77621 0.1 0.0 0.0 -0.086
C -4.63499 -1.87609 3.50881 0.0 0.0 0.0 -0.099
C -4.74499 -0.53872 3.15389 0.0 0.0 0.0 -0.091
C -4.03021 -0.04753 2.07006 0.1 0.0 0.0 -0.118
H -4.68039 -2.74614 -4.78578 0.0 0.0 0.0 0.099
H -5.35082 -0.46460 -4.10316 0.0 0.0 0.0 0.099
H -4.28478 0.60871 -2.16518 0.0 0.0 0.0 0.086
H -1.88815 -2.89257 -1.56057 0.0 0.0 0.0 0.069
H -2.95105 -3.95525 -3.49260 0.0 0.0 0.0 0.101
H -2.81621 1.19898 -0.31506 0.1 0.1 -0.1 -0.032
H -2.44409 -2.88379 1.14604 0.0 0.0 0.0 0.084
H -3.71093 -3.75806 3.04969 0.0 0.0 0.0 0.102
H -5.20057 -2.26612 4.34666 0.0 0.0 0.0 0.097
H -5.39601 0.12015 3.71707 0.0 0.0 0.0 0.098
H -4.12575 1.00027 1.80644 0.0 0.0 0.0 0.081
O -0.96210 -0.72950 3.52920 0.1 0.0 0.2 0.144
B 0.11317 -0.65826 2.63927 -0.1 0.0 -0.1 -0.671
O 1.32641 -0.60981 3.36089 -0.1 -0.1 0.3 0.080
C 0.96464 -0.63639 4.68693 0.1 -0.1 -0.1 -0.225
C 1.77204 -0.58744 5.79808 0.0 0.0 0.1 0.002
C 1.13001 -0.61167 7.03911 0.0 0.0 0.0 -0.092
C -0.25592 -0.68293 7.13534 0.0 0.0 0.0 -0.087
C -1.06237 -0.73263 5.99605 0.0 0.0 0.1 0.011
C -0.41493 -0.70531 4.78410 -0.2 -0.1 -0.1 -0.222
H 2.84916 -0.52456 5.71233 0.0 0.0 0.0 0.117
H 1.72478 -0.57790 7.94287 0.0 0.0 0.0 0.099
H -0.71930 -0.69938 8.11337 0.0 0.0 0.0 0.099
H -2.14223 -0.78210 6.04909 0.0 0.0 0.0 0.122
Cl 1.74619 -2.93560 0.56927 0.0 -0.2 -0.1 0.482
C 0.15792 -2.32316 -0.12045 0.4 -0.5 0.6 -0.713
H -0.55761 -3.09112 0.15714 -0.1 -0.1 -0.1 -0.018
H 0.29779 -2.28727 -1.20045 -0.1 0.0 -0.1 -0.005


Copy entry 3 word for word.
37
Properties=species:S:1:pos:R:3:forces:R:3:lowdin_charge:R:1 method="wB97M-V/def2-TZVPD" smiles="NCCCC[C@H](N)C(=O)N[C@@H](CC(=O)O)C(=O)O" e_above_lowest_kcal_mol=69.70 total_energy_ha=-932.87785
C -0.21978 -1.60067 -0.56845 0.3 2.0 -0.8 -0.405
C 0.93405 -0.93065 0.08108 1.7 0.7 5.0 -0.374
C -1.43261 -0.70715 -0.63997 -1.8 2.4 -2.1 -0.173
C -2.21190 -0.30515 0.64717 -2.1 -3.4 -2.6 -0.201
C -3.05726 0.96315 0.41292 0.4 1.0 0.7 -0.224
C -4.29041 0.86074 -0.50427 0.1 0.0 0.6 -0.296
C 3.19568 -0.01743 -0.57399 -1.4 3.0 -0.9 -0.233
C 3.95750 -1.14380 -0.13105 2.6 -2.6 2.1 -0.419
C 3.41620 1.23839 0.35531 -1.2 -2.9 0.3 -0.016
C 2.64035 2.42842 -0.12074 1.4 -2.0 1.9 -0.578
H -0.20091 -3.57766 -0.19035 -0.5 1.1 0.4 0.114
H -0.20865 -2.66990 1.14473 0.0 0.5 0.2 0.086
H 0.19777 -1.90741 -1.53888 -0.8 0.2 0.0 0.159
H -2.16499 -1.13623 -1.40234 0.8 0.0 1.2 0.133
H -1.30561 0.29531 -1.10336 1.0 -0.4 -0.2 0.107
H -2.76863 -1.36522 0.80846 0.5 2.8 0.4 0.152
H -1.61998 -0.14246 1.46847 1.8 0.2 1.9 0.063
H -2.41641 1.88348 0.10104 -0.6 -1.8 0.3 0.131
H -3.43959 1.28187 1.43601 0.2 -0.3 -1.2 0.115
H -4.16318 0.39259 -1.49718 0.3 0.0 0.6 0.110
H -4.56590 1.89003 -0.71149 -0.3 0.1 -0.2 0.096
H -5.16714 -0.70237 0.47270 0.2 -0.9 0.6 0.040
H -5.58403 0.82345 1.01007 -0.2 -0.5 0.4 0.060
H 1.31413 0.21398 -1.41974 0.7 -0.8 -0.2 0.160
H 3.60935 0.22262 -1.58047 -0.4 -0.1 0.6 0.182
H 4.47421 1.43117 0.20082 0.2 0.4 0.8 0.137
H 3.11507 0.81666 1.39933 0.8 1.6 -1.6 0.165
H 2.49649 4.17530 0.21991 -0.4 0.7 0.4 0.133
H 4.98354 -1.71737 1.24130 1.9 -2.4 0.8 0.070
N -0.56288 -2.68041 0.20016 -0.5 -5.4 1.0 0.059
N -5.39416 0.22553 0.21973 -0.4 1.3 -1.3 -0.009
N 1.83107 -0.46038 -0.82405 -0.3 1.8 -1.1 0.113
O 1.10996 -0.89466 1.35208 -0.3 -0.3 -4.1 0.043
O 4.25826 -2.11563 -0.79580 -0.5 1.3 1.2 0.134
O 2.02925 2.49889 -1.12626 -1.3 0.3 -2.3 0.138
O 2.77445 3.41176 0.73927 0.2 1.3 0.3 0.145
O 4.43669 -0.97881 1.21781 -2.1 1.2 -3.0 0.084